(1)
Molecular formula: C8H15N3O5
Method: DFT, wB97M-V/def2-TZVPD

Positions of all 31 atoms, in Å:
1 N 0.097 -2.686 0.904
2 C -0.745 -2.433 -0.223
3 O -0.424 -2.702 -1.344
4 C -1.841 -1.559 0.200
5 C -2.115 -0.302 -0.659
6 C -1.364 0.961 -0.107
7 N 0.030 0.541 -0.019
8 C 1.022 1.406 -0.513
9 O 0.888 2.386 -1.161
10 C 2.433 0.839 -0.118
11 N 2.466 0.124 1.181
12 C 2.859 0.184 -1.409
13 O 2.413 -1.271 -1.538
14 C -1.875 1.473 1.218
15 O -1.262 1.734 2.206
16 O -3.071 1.873 1.052
17 H -0.317 -2.762 1.810
18 H 0.644 -3.613 0.753
19 H -1.661 -1.351 1.319
20 H -2.804 -2.165 0.199
21 H -1.736 -0.366 -1.715
22 H -3.268 -0.081 -0.758
23 H -1.551 1.811 -0.835
24 H 0.332 0.100 0.796
25 H 3.065 1.648 0.178
26 H 3.444 0.253 1.447
27 H 2.454 -0.993 1.051
28 H 3.931 0.224 -1.162
29 H 2.578 0.836 -2.340
30 H 1.591 -1.237 -1.145
31 H -3.454 2.265 1.883

LUMO level	0.5	eV
Kohn-Sham gap	0.362	Eh
F_max	4.93	eV/Å
energy above the lowest of the compared OMol25 structures with the same formula, charge and spin	230.1	kJ/mol
highest occupied orbital energy	-9.4	eV
calculated total energy	-854.28497	Ha

---

(2)
Molecular formula: C19H14FN3O3
Method: DFT, wB97M-V/def2-TZVPD

Positions of all 40 atoms, in Å:
1 O 1.516 1.080 -1.679
2 C 1.811 1.049 -0.483
3 C 0.762 1.277 0.549
4 N 0.856 0.875 1.776
5 N -0.144 1.439 2.473
6 C -1.152 2.087 1.634
7 C -2.475 1.356 1.354
8 O -3.165 0.955 2.285
9 N -2.613 1.080 -0.014
10 C -3.706 0.322 -0.663
11 C -3.317 -1.114 -0.852
12 C -2.874 -1.571 -2.117
13 C -2.415 -2.885 -2.265
14 C -2.426 -3.794 -1.225
15 C -2.888 -3.353 0.044
16 C -3.376 -2.028 0.200
17 C -1.485 1.507 -0.655
18 O -1.376 1.616 -1.861
19 C -0.455 2.090 0.268
20 C 3.236 0.746 -0.102
21 C 4.093 0.118 -1.035
22 C 5.404 -0.243 -0.681
23 C 5.933 0.105 0.581
24 F 7.209 -0.208 0.916
25 C 5.112 0.837 1.451
26 C 3.790 1.156 1.133
27 H -0.452 1.048 3.379
28 H -1.393 3.102 1.947
29 H -3.938 0.772 -1.648
30 H -4.621 0.379 -0.053
31 H -2.839 -0.927 -2.993
32 H -2.064 -3.244 -3.240
33 H -2.042 -4.804 -1.337
34 H -2.869 -4.017 0.905
35 H -3.745 -1.759 1.176
36 H -0.217 3.124 -0.046
37 H 3.719 -0.193 -1.998
38 H 5.959 -0.794 -1.437
39 H 5.475 1.154 2.448
40 H 3.173 1.660 1.865

LUMO level	-0.2	eV
Kohn-Sham gap	0.327	Eh
F_max	3.81	eV/Å
energy above the lowest of the compared OMol25 structures with the same formula, charge and spin	12.6	kJ/mol
highest occupied orbital energy	-9.2	eV
calculated total energy	-1222.27511	Ha

---

(3)
Molecular formula: C21H23N3O4S
Method: DFT, wB97M-V/def2-TZVPD

Positions of all 52 atoms, in Å:
1 C 4.059 2.591 1.356
2 C 3.847 1.079 1.367
3 N 4.185 0.426 0.122
4 C 5.574 0.405 -0.303
5 C 5.980 -0.998 -0.738
6 S 3.016 0.513 -1.060
7 O 3.611 0.154 -2.313
8 O 2.266 1.738 -0.992
9 C 1.920 -0.806 -0.536
10 C 2.277 -2.130 -0.758
11 C 1.439 -3.139 -0.344
12 C 0.228 -2.832 0.291
13 N -0.611 -3.821 0.708
14 C -1.821 -3.641 1.362
15 O -2.481 -4.603 1.693
16 C -2.177 -2.247 1.575
17 C -1.398 -1.228 1.154
18 C -1.839 0.189 1.417
19 O -2.072 0.597 2.535
20 N -1.952 0.937 0.301
21 C -2.405 2.314 0.323
22 C -3.715 2.468 -0.404
23 C -4.821 1.737 0.012
24 C -6.027 1.851 -0.655
25 C -6.139 2.699 -1.744
26 C -5.042 3.431 -2.163
27 C -3.833 3.312 -1.498
28 C -0.141 -1.484 0.500
29 C 0.740 -0.480 0.084
30 H 3.458 3.033 0.567
31 H 3.759 3.012 2.312
32 H 5.105 2.834 1.181
33 H 2.793 0.858 1.551
34 H 4.438 0.614 2.162
35 H 5.725 1.102 -1.134
36 H 6.189 0.727 0.540
37 H 5.760 -1.714 0.051
38 H 5.433 -1.270 -1.635
39 H 7.045 -1.024 -0.955
40 H 3.206 -2.340 -1.262
41 H 1.703 -4.174 -0.503
42 H -0.339 -4.785 0.551
43 H -3.108 -2.063 2.088
44 H -1.798 0.520 -0.603
45 H -1.639 2.954 -0.126
46 H -2.520 2.578 1.379
47 H -4.731 1.082 0.867
48 H -6.881 1.279 -0.324
49 H -7.081 2.791 -2.265
50 H -5.125 4.095 -3.011
51 H -2.977 3.883 -1.829
52 H 0.510 0.563 0.236

LUMO level	-0.3	eV
Kohn-Sham gap	0.315	Eh
F_max	1.06	eV/Å
energy above the lowest of the compared OMol25 structures with the same formula, charge and spin	103.7	kJ/mol
highest occupied orbital energy	-8.9	eV
calculated total energy	-1677.48903	Ha

---

(4)
Molecular formula: C6H4
Method: DFT, wB97M-V/def2-TZVPD

Positions of all 10 atoms, in Å:
1 C -2.502 -0.142 -0.107
2 C -3.185 -1.133 -0.073
3 C -1.154 0.755 -0.013
4 C -1.607 1.943 0.268
5 C 0.057 0.172 0.688
6 C -0.069 -0.025 -0.773
7 H 0.716 0.811 1.130
8 H -0.183 -0.546 1.454
9 H -0.272 -0.938 -1.306
10 H 0.472 0.633 -1.284

LUMO level (spin up / spin down)	-2.0 / -2.0	eV
Kohn-Sham gap (spin up / spin down)	0.257 / 0.257	Eh
F_max	7.55	eV/Å
energy above the lowest of the compared OMol25 structures with the same formula, charge and spin	709.9	kJ/mol
highest occupied orbital energy (spin up / spin down)	-9.0 / -9.0	eV
calculated total energy	-230.60633	Ha